[1]
Below is a cluster of 7 separate species, C20H59N7O8 in total, with properties calculated with wB97M-V/def2-TZVPD.

Bonds (Å) are listed after each position.
Geometry (Å):
1 O 5.3499 -12.4422 21.9064  N10 1.215
2 O 14.9305 -6.4391 17.3283  C23 1.396, C30 1.401
3 O 12.5274 -11.7581 28.5608  C26 1.389, C35 1.456
4 O 7.3776 -16.2380 15.1948  C27 1.388, C31 1.435
5 O 7.1406 -5.0281 20.4590  C25 1.437, C32 1.454
6 O 14.2836 -19.4657 24.7697  C19 1.480, C29 1.375
7 O 5.5031 -12.4312 19.7353  N10 1.284
8 O 3.6965 -11.7914 20.5903  N10 1.255
9 N 12.1007 -12.5647 25.6539  C20 1.445, H38 1.010, H94 1.010
10 N 4.8379 -12.2594 20.8198  O1 1.215, O7 1.284, O8 1.255
11 N 13.2981 -8.4535 18.7505  C24 1.412, H45 1.010, H48 1.010
12 N 8.6625 -15.6194 17.7783  C21 1.488, H57 1.010, H90 1.010
13 N 7.2322 -7.6160 20.7093  C16 1.409, H74 1.010, H92 1.010
14 N 14.7081 -16.8172 23.5323  C22 1.437, H46 1.010, H77 1.010
15 N 9.9248 -11.9493 20.7679  H36 1.010, H66 1.010, H67 1.010, H72 1.010
16 C 6.0553 -7.0872 21.2763  N13 1.409, C25 1.510, C28 1.475, H62 1.090
17 C 10.3978 -13.9805 26.2798  C20 1.497, H44 1.090, H53 1.090, H78 1.090
18 C 14.0709 -9.0598 16.4591  C24 1.509, H41 1.090, H43 1.090, H91 1.090
19 C 14.8942 -18.3438 25.5171  O6 1.480, C22 1.599, H51 1.090, H68 1.090
20 C 11.1517 -12.7655 26.7247  N9 1.445, C17 1.497, C26 1.526, H50 1.090
21 C 9.2292 -15.6457 16.4023  N12 1.488, C27 1.495, C33 1.516, H58 1.090
22 C 15.6261 -17.3490 24.5015  N14 1.437, C19 1.599, C34 1.548, H89 1.090
23 C 15.8333 -5.3755 17.2771  O2 1.396, H59 1.090, H60 1.090, H61 1.090
24 C 14.3893 -8.6933 17.8874  N11 1.412, C18 1.509, C30 1.572, H37 1.090
25 C 5.8939 -5.6900 20.7271  O5 1.437, C16 1.510, H39 1.090, H47 1.090
26 C 11.8044 -12.8521 28.1016  O3 1.389, C20 1.526, H56 1.090, H93 1.090
27 C 8.6852 -16.6418 15.4285  O4 1.388, C21 1.495, H54 1.090, H82 1.090
28 C 6.0621 -7.1359 22.7506  C16 1.475, H40 1.090, H75 1.090, H80 1.090
29 C 13.6350 -20.3830 25.5617  O6 1.375, H49 1.090, H63 1.090, H86 1.090
30 C 15.4662 -7.5531 17.9876  O2 1.401, C24 1.572, H65 1.090, H84 1.090
31 C 6.7690 -16.8151 14.0308  O4 1.435, H64 1.090, H71 1.090, H87 1.090
32 C 6.8955 -3.6841 19.9599  O5 1.454, H42 1.090, H55 1.090, H85 1.090
33 C 10.7435 -15.5885 16.4477  C21 1.516, H52 1.090, H79 1.090, H81 1.090
34 C 16.1912 -16.1208 25.2564  C22 1.548, H69 1.090, H70 1.090, H76 1.090
35 C 12.9189 -11.9643 29.9475  O3 1.456, H73 1.090, H83 1.090, H88 1.090
36 H 9.0428 -11.5108 20.9908  N15 1.010
37 H 14.9374 -9.5608 18.2550  C24 1.090
38 H 12.1285 -11.5628 25.5297  N9 1.010
39 H 5.4095 -5.7788 19.7547  C25 1.090
40 H 6.8074 -6.4917 23.2172  C28 1.090
41 H 13.2713 -9.7936 16.3584  C18 1.090
42 H 6.1752 -3.6649 19.1420  C32 1.090
43 H 13.7121 -8.1999 15.8934  C18 1.090
44 H 11.1691 -14.7503 26.2531  C17 1.090
45 H 12.7349 -7.6917 18.4003  N11 1.010
46 H 14.0911 -16.1980 24.0382  N14 1.010
47 H 5.1542 -5.2283 21.3811  C25 1.090
48 H 13.7522 -7.9487 19.4981  N11 1.010
49 H 12.8785 -19.8344 26.1229  C29 1.090
50 H 10.5504 -11.8565 26.7381  C20 1.090
51 H 15.6171 -18.7053 26.2485  C19 1.090
52 H 11.0145 -14.7260 17.0565  C33 1.090
53 H 9.7172 -14.3278 27.0571  C17 1.090
54 H 9.3345 -16.5644 14.5565  C27 1.090
55 H 7.8669 -3.3108 19.6358  C32 1.090
56 H 12.5466 -13.6500 28.0794  C26 1.090
57 H 8.4996 -16.5705 18.0768  N12 1.010
58 H 9.1119 -14.6698 15.9312  C21 1.090
59 H 16.6123 -5.3222 16.5166  C23 1.090
60 H 16.3526 -5.2162 18.2221  C23 1.090
61 H 15.2411 -4.4972 17.0201  C23 1.090
62 H 5.2112 -7.5632 20.7772  C16 1.090
63 H 13.2289 -21.1560 24.9094  C29 1.090
64 H 6.5629 -17.8579 14.2719  C31 1.090
65 H 16.4094 -7.9352 17.5971  C30 1.090
66 H 10.5562 -11.3135 20.3018  N15 1.010
67 H 10.2566 -12.3494 21.6339  N15 1.010
68 H 14.0617 -17.9354 26.0901  C19 1.090
69 H 16.3638 -15.2344 24.6460  C34 1.090
70 H 15.4266 -15.7583 25.9434  C34 1.090
71 H 5.7705 -16.4227 13.8383  C31 1.090
72 H 9.6269 -12.7118 20.1763  N15 1.010
73 H 13.7792 -12.6330 29.9775  C35 1.090
74 H 7.5420 -6.6602 20.6064  N13 1.010
75 H 5.0231 -6.9866 23.0445  C28 1.090
76 H 17.0713 -16.4773 25.7917  C34 1.090
77 H 14.1335 -17.6342 23.3824  N14 1.010
78 H 9.8881 -13.9231 25.3181  C17 1.090
79 H 11.1702 -15.5882 15.4447  C33 1.090
80 H 6.4452 -8.1194 23.0227  C28 1.090
81 H 11.1772 -16.4982 16.8629  C33 1.090
82 H 8.7685 -17.6773 15.7585  C27 1.090
83 H 12.1238 -12.2827 30.6217  C35 1.090
84 H 15.8542 -7.4043 18.9953  C30 1.090
85 H 6.4986 -3.0932 20.7854  C32 1.090
86 H 14.3249 -20.9220 26.2111  C29 1.090
87 H 7.3187 -16.7827 13.0901  C31 1.090
88 H 13.1205 -10.9584 30.3158  C35 1.090
89 H 16.4448 -17.8978 24.0359  C22 1.090
90 H 7.7531 -15.2044 17.6339  N12 1.010
91 H 14.9401 -9.3858 15.8877  C18 1.090
92 H 7.0479 -7.7893 19.7315  N13 1.010
93 H 11.0021 -13.1153 28.7910  C26 1.090
94 H 13.0240 -12.7728 26.0064  N9 1.010

Electronic structure analysis, Löwdin charges in units of e:
1. O -0.074
2. O -0.160
3. O -0.180
4. O -0.170
5. O -0.212
6. O -0.220
7. O -0.170
8. O -0.087
9. N 0.024
10. N -0.658
11. N 0.039
12. N 0.057
13. N 0.048
14. N 0.030
15. N 0.359
16. C -0.516
17. C -0.073
18. C -0.064
19. C -0.135
20. C -0.461
21. C -0.450
22. C -0.422
23. C -0.124
24. C -0.469
25. C -0.217
26. C -0.249
27. C -0.248
28. C -0.058
29. C -0.149
30. C -0.221
31. C -0.088
32. C -0.065
33. C -0.088
34. C -0.071
35. C -0.076
36. H 0.156
37. H 0.126
38. H 0.068
39. H 0.123
40. H 0.087
41. H 0.076
42. H 0.085
43. H 0.074
44. H 0.075
45. H 0.078
46. H 0.065
47. H 0.129
48. H 0.068
49. H 0.087
50. H 0.141
51. H 0.116
52. H 0.069
53. H 0.077
54. H 0.121
55. H 0.088
56. H 0.126
57. H 0.068
58. H 0.136
59. H 0.086
60. H 0.087
61. H 0.089
62. H 0.149
63. H 0.092
64. H 0.082
65. H 0.119
66. H 0.155
67. H 0.153
68. H 0.113
69. H 0.076
70. H 0.066
71. H 0.086
72. H 0.152
73. H 0.089
74. H 0.033
75. H 0.088
76. H 0.075
77. H 0.059
78. H 0.079
79. H 0.074
80. H 0.079
81. H 0.073
82. H 0.132
83. H 0.084
84. H 0.117
85. H 0.087
86. H 0.085
87. H 0.085
88. H 0.087
89. H 0.133
90. H 0.069
91. H 0.082
92. H 0.079
93. H 0.125
94. H 0.068

---

[2]
Below is a cluster of 9 separate species, C20H59NO9 in total, with properties calculated with wB97M-V/def2-TZVPD.

Computed properties:
SMILES string: COC[C@H](C)N.CCO.CCO.CCO.CCO.CCO.CCO.CCO.CCO

Bonds (Å) are listed after each position.
Geometry (Å):
1 O 6.4068 -2.9533 -1.6189  C26 1.423, H33 0.962
2 O -2.9299 -2.2455 -0.1761  C14 1.425, H51 0.972
3 O 0.8855 -4.6516 1.5000  C27 1.448, H70 0.959
4 O 0.8344 3.0969 2.6271  C20 1.437, H84 0.977
5 O -3.3475 2.9925 0.0957  C17 1.432, H85 0.962
6 O -0.7018 1.5341 -3.3085  C12 1.414, C15 1.403
7 O 3.5714 3.4919 3.3234  C28 1.424, H42 0.971
8 O -1.1826 1.9121 4.2030  C29 1.431, H74 0.966
9 O -0.1151 -2.2016 0.3417  C30 1.425, H59 0.972
10 N -3.4304 0.9568 -5.7253  C25 1.474, H40 1.013, H54 1.013
11 C 1.6211 3.5751 0.4087  C20 1.529, H39 1.091, H49 1.091, H86 1.091
12 C -0.5416 1.3772 -1.9126  O6 1.414, H32 1.096, H60 1.090, H89 1.097
13 C -0.4331 -5.7797 -0.1600  C27 1.517, H53 1.093, H62 1.090, H81 1.086
14 C -3.4113 -1.8163 -1.4471  O2 1.425, C23 1.520, H41 1.096, H46 1.096
15 C -1.9724 1.1470 -3.7596  O6 1.403, C25 1.533, H45 1.106, H66 1.099
16 C -3.1023 1.1310 1.5961  C17 1.517, H47 1.089, H58 1.092, H67 1.091
17 C -3.5419 1.5785 0.2153  O5 1.432, C16 1.517, H56 1.087, H57 1.098
18 C -1.9870 2.9120 -5.5657  C25 1.502, H31 1.094, H38 1.091, H61 1.091
19 C -1.7537 -0.4122 4.6693  C29 1.529, H36 1.090, H55 1.091, H63 1.094
20 C 0.3885 3.3591 1.2866  O4 1.437, C11 1.529, H43 1.096, H77 1.092
21 C 5.7772 2.5769 3.3265  C28 1.501, H34 1.097, H76 1.089, H88 1.089
22 C 4.3970 -1.5195 -1.8254  C26 1.524, H65 1.093, H72 1.094, H78 1.086
23 C -4.8927 -2.1071 -1.6220  C14 1.520, H64 1.087, H75 1.091, H83 1.092
24 C 1.6165 -0.6378 1.0646  C30 1.535, H35 1.091, H73 1.096, H82 1.093
25 C -2.1234 1.4488 -5.2548  N10 1.474, C15 1.533, C18 1.502, H80 1.091
26 C 5.6242 -2.1383 -2.4833  O1 1.423, C22 1.524, H52 1.092, H69 1.101
27 C 0.8674 -5.8017 0.6199  O3 1.448, C13 1.517, H37 1.092, H44 1.093
28 C 4.3124 2.2848 3.1765  O7 1.424, C21 1.501, H50 1.098, H68 1.095
29 C -0.6434 0.6321 4.5495  O8 1.431, C19 1.529, H79 1.093, H87 1.092
30 C 0.2419 -1.2583 1.3483  O9 1.425, C24 1.535, H48 1.092, H71 1.091
31 H -1.9818 3.0502 -6.6506  C18 1.094
32 H -1.0248 2.2087 -1.3879  C12 1.096
33 H 5.9023 -3.7482 -1.4239  O1 0.962
34 H 6.3424 1.6389 3.2647  C21 1.097
35 H 1.6622 -0.0649 0.1373  C24 1.091
36 H -1.4087 -1.4446 4.6094  C19 1.090
37 H 1.7877 -5.7431 0.0356  C27 1.092
38 H -2.8079 3.5307 -5.1992  C18 1.091
39 H 2.2154 2.6614 0.3604  C11 1.091
40 H -3.4566 -0.0479 -5.5981  N10 1.013
41 H -3.2508 -0.7328 -1.4797  C14 1.096
42 H 2.6470 3.3330 3.0712  O7 0.971
43 H -0.1339 2.4664 0.9235  C20 1.096
44 H 0.9322 -6.7123 1.2200  C27 1.093
45 H -2.7856 1.6877 -3.2400  C15 1.106
46 H -2.8004 -2.2402 -2.2518  C14 1.096
47 H -3.7333 1.4974 2.4045  C16 1.089
48 H 0.2606 -1.7356 2.3301  C30 1.092
49 H 1.3587 3.8640 -0.6099  C11 1.091
50 H 3.9736 1.5932 3.9589  C28 1.098
51 H -1.9770 -2.4048 -0.2794  O2 0.972
52 H 6.2869 -1.3771 -2.9006  C26 1.092
53 H -0.5014 -6.6669 -0.7943  C13 1.093
54 H -4.1894 1.3754 -5.2020  N10 1.013
55 H -2.3731 -0.1861 5.5383  C19 1.091
56 H -3.0161 1.0460 -0.5727  C17 1.087
57 H -4.6180 1.3653 0.1764  C17 1.098
58 H -3.0718 0.0392 1.5875  C16 1.092
59 H 0.3816 -3.0027 0.5784  O9 0.972
60 H 0.5274 1.3908 -1.7011  C12 1.090
61 H -1.0275 3.3026 -5.2243  C18 1.091
62 H -0.4766 -4.9286 -0.8399  C13 1.090
63 H -2.3873 -0.3546 3.7798  C19 1.094
64 H -5.1391 -3.1596 -1.7376  C23 1.087
65 H 4.6696 -0.6048 -1.2929  C22 1.093
66 H -2.1425 0.0853 -3.5301  C15 1.099
67 H -2.1123 1.5404 1.8010  C16 1.091
68 H 4.0606 1.8192 2.2175  C28 1.095
69 H 5.3300 -2.7359 -3.3597  C26 1.101
70 H 1.2291 -4.9101 2.3573  O3 0.959
71 H -0.4463 -0.4129 1.2991  C30 1.091
72 H 3.7767 -1.1435 -2.6443  C22 1.094
73 H 1.8712 0.0514 1.8780  C24 1.096
74 H -1.8843 2.0574 4.8507  O8 0.966
75 H -5.4044 -1.6784 -0.7598  C23 1.091
76 H 6.1635 3.1948 2.5169  C21 1.089
77 H -0.2782 4.2236 1.2511  C20 1.092
78 H 3.8995 -2.2074 -1.1477  C22 1.086
79 H -0.0545 0.6233 5.4700  C29 1.093
80 H -1.3503 0.8810 -5.7744  C25 1.091
81 H -1.2888 -5.7717 0.5095  C13 1.086
82 H 2.4292 -1.3666 1.0065  C24 1.093
83 H -5.2435 -1.5762 -2.5100  C23 1.092
84 H 0.0737 2.6498 3.0462  O4 0.977
85 H -3.1839 3.2001 -0.8289  O5 0.962
86 H 2.2421 4.3599 0.8420  C11 1.091
87 H 0.0004 0.3573 3.7115  C29 1.092
88 H 6.0292 2.9744 4.3081  C21 1.089
89 H -0.9373 0.4048 -1.5938  C12 1.097

Electronic structure analysis, Löwdin charges in units of e:
1. O -0.083
2. O -0.092
3. O -0.105
4. O -0.102
5. O -0.079
6. O -0.172
7. O -0.097
8. O -0.095
9. O -0.104
10. N 0.035
11. C -0.078
12. C -0.092
13. C -0.077
14. C -0.333
15. C -0.232
16. C -0.084
17. C -0.306
18. C -0.068
19. C -0.073
20. C -0.280
21. C -0.096
22. C -0.090
23. C -0.075
24. C -0.071
25. C -0.439
26. C -0.330
27. C -0.277
28. C -0.340
29. C -0.284
30. C -0.285
31. H 0.079
32. H 0.080
33. H 0.076
34. H 0.072
35. H 0.060
36. H 0.076
37. H 0.110
38. H 0.081
39. H 0.063
40. H 0.065
41. H 0.065
42. H 0.028
43. H 0.087
44. H 0.111
45. H 0.126
46. H 0.113
47. H 0.082
48. H 0.110
49. H 0.071
50. H 0.107
51. H 0.040
52. H 0.112
53. H 0.077
54. H 0.067
55. H 0.077
56. H 0.066
57. H 0.114
58. H 0.068
59. H 0.049
60. H 0.084
61. H 0.079
62. H 0.070
63. H 0.054
64. H 0.072
65. H 0.071
66. H 0.113
67. H 0.048
68. H 0.099
69. H 0.106
70. H 0.089
71. H 0.098
72. H 0.075
73. H 0.064
74. H 0.103
75. H 0.075
76. H 0.075
77. H 0.118
78. H 0.063
79. H 0.115
80. H 0.142
81. H 0.084
82. H 0.069
83. H 0.070
84. H 0.044
85. H 0.067
86. H 0.078
87. H 0.090
88. H 0.075
89. H 0.084

---

Calculated LUMO in order - -0.0383; 0.0072 hartree
Calculated relative energy (zero: lowest compared OMol25 entry of this formula, charge and spin) in order - 12.446; 0.000 eV